A structure of composition C28H17CaF6I2N4O7P, computed with wB97M-V/def2-TZVPD.

Values from the calculation:
⟨S²⟩   0.76
Net charge   -1
2S+1   2
ΔE to the lowest compared entry with this formula, charge and spin   1.484 eV
Frontier orbital gap (alpha / beta)   6.58 / 6.57 eV
HOMO (alpha / beta)   -0.2009 / -0.2010 Eh

Geometry (Å):
Ca -0.96276 0.13571 -0.83835
I -4.79456 -0.69850 2.66089
C -4.54529 0.85631 1.32769
C -5.65218 1.69596 1.09046
C -5.58016 2.76400 0.24674
I -7.26570 3.94247 -0.01567
C -4.35422 3.03874 -0.42489
C -4.16526 4.13330 -1.30215
C -2.96562 4.32834 -1.91644
C -1.93106 3.40492 -1.68169
N -2.06323 2.38812 -0.87166
C -3.24640 2.19609 -0.21209
C -3.31476 1.05625 0.72401
O -2.28187 0.32712 0.94278
H -6.58107 1.48164 1.60214
H -4.98914 4.81183 -1.48043
H -2.80610 5.15782 -2.59056
H -0.97928 3.48983 -2.19483
N 0.39927 1.27780 1.68228
C 1.18508 2.01401 2.55335
C 0.60564 2.61305 3.67821
C 1.36346 3.37118 4.54505
C 2.72797 3.55358 4.31709
C 3.29531 2.97733 3.19663
C 2.54809 2.22157 2.29214
C 3.17915 1.69058 1.05753
C 4.21310 2.36996 0.39432
C 4.76016 1.87633 -0.78014
C 4.28604 0.70047 -1.35288
C 3.25158 0.00210 -0.73720
C 2.78083 0.53581 0.42925
H -0.50371 0.96603 2.01696
H 0.89810 0.54028 1.20674
H -0.45087 2.46321 3.86307
H 0.88958 3.81274 5.41282
H 3.33437 4.12840 5.00290
H 4.35563 3.09945 3.01430
H 4.56409 3.31496 0.79036
H 5.54848 2.43411 -1.26883
H 4.70036 0.34366 -2.28672
H 2.82281 -0.89593 -1.16220
F 0.47838 -1.09413 -3.12458
P 0.21727 0.36016 -3.77951
F -1.34526 0.22678 -3.17327
F 0.62538 0.99690 -2.26269
F -0.24913 -0.26112 -5.15768
F 1.72879 0.49745 -4.23283
F -0.12808 1.84842 -4.24840
O -1.54786 -2.08900 -0.98802
C -0.44220 -2.36047 -0.47592
O 0.37193 -1.52339 0.01038
C -0.02928 -3.81193 -0.42881
C -0.86307 -4.78626 -0.96284
C -0.44848 -6.10183 -0.90251
C 0.74506 -6.50736 -0.34063
C 1.53074 -5.49713 0.17653
C 1.18611 -4.16158 0.15015
N 2.83169 -5.88853 0.80148
O 3.54354 -4.99799 1.20979
O 3.10672 -7.07128 0.82286
N -1.33539 -7.15675 -1.47415
O -0.91726 -8.29747 -1.47015
O -2.40174 -6.80648 -1.92918
H -1.80393 -4.50383 -1.41036
H 1.04873 -7.54023 -0.30424
H 1.82146 -3.39359 0.56359

Here are the Mulliken charges for atoms 1 to 8, given in e: 1.3663 -0.0050 -0.3973 -0.3495 -0.3612 0.0358 0.8876 -0.5638